[1]
Formula: C36H42B11Br6N3OPS2Si2Ti
Source: OMol25
Level of theory: ωB97M-V with the def2-TZVPD basis set

Element x y z (Å)
Ti  0.96  0.78  0.41
C  -1.73  5.39  0.80
Si  -0.61  4.06  0.05
C  -1.59  3.46  -1.43
C  0.93  5.05  -0.41
C  -0.15  2.61  1.19
C  1.04  2.93  2.02
C  1.31  4.10  2.74
C  2.44  4.15  3.53
C  3.29  3.05  3.60
C  3.00  1.95  2.84
N  1.91  1.90  2.05
Si  -1.55  2.22  2.40
C  -1.14  0.82  3.59
C  -3.16  1.95  1.46
C  -1.87  3.61  3.64
H  -1.89  6.12  0.01
H  -1.27  5.91  1.65
H  -2.71  5.03  1.11
H  -1.33  4.03  -2.33
H  -2.66  3.59  -1.24
H  -1.40  2.41  -1.65
H  0.89  5.32  -1.47
H  1.87  4.53  -0.24
H  0.95  5.98  0.17
H  0.62  4.93  2.68
H  2.65  5.05  4.11
H  4.17  3.05  4.23
H  3.64  1.08  2.85
H  -0.82  -0.12  3.16
H  -2.03  0.64  4.20
H  -0.35  1.16  4.26
H  -3.82  1.29  2.02
H  -3.68  2.90  1.34
H  -3.02  1.52  0.47
H  -1.02  3.74  4.31
H  -2.72  3.29  4.26
H  -2.12  4.57  3.21
Br  3.86  -0.27  0.57
B  4.02  -2.04  1.42
B  4.20  -3.48  0.41
C  3.57  -4.72  1.37
B  2.73  -3.25  1.39
B  2.90  -4.25  2.85
B  4.46  -5.09  2.77
B  5.26  -4.61  1.26
B  5.59  -2.88  1.33
Br  7.13  -2.08  0.44
B  5.75  -3.88  2.80
Br  7.49  -4.26  3.60
B  4.28  -3.66  3.79
Br  4.31  -3.77  5.73
B  3.21  -2.51  2.93
Br  2.01  -1.33  3.92
B  4.98  -2.27  2.90
Br  5.83  -0.77  3.82
H  4.11  -3.50  -0.77
H  3.10  -5.54  0.86
H  1.68  -3.14  0.88
H  1.95  -4.79  3.30
H  4.55  -6.20  3.16
H  5.88  -5.41  0.65
S  1.12  -0.99  -1.33
C  1.73  -0.26  -2.76
C  2.02  -1.09  -3.89
N  2.25  -1.77  -4.79
C  1.94  1.08  -2.81
S  1.66  2.10  -1.44
C  2.38  1.72  -4.01
N  2.71  2.26  -4.97
O  0.08  -0.83  1.19
C  -0.71  -0.33  0.35
C  -2.05  -0.91  0.17
C  -2.57  -1.56  1.30
C  -3.87  -2.03  1.30
C  -4.65  -1.88  0.17
C  -4.11  -1.29  -0.97
C  -2.81  -0.80  -1.00
P  -2.06  -0.15  -2.56
C  -1.58  -1.72  -3.37
C  -1.63  -2.97  -2.77
C  -1.22  -4.10  -3.47
C  -0.77  -4.00  -4.77
C  -0.72  -2.75  -5.38
C  -1.11  -1.62  -4.68
C  -3.59  0.24  -3.52
C  -4.26  -0.67  -4.33
C  -5.41  -0.29  -5.01
C  -5.91  0.99  -4.88
C  -5.24  1.91  -4.08
C  -4.09  1.54  -3.41
H  -1.94  -1.67  2.17
H  -4.27  -2.51  2.19
H  -5.67  -2.23  0.15
H  -4.73  -1.22  -1.86
H  -1.97  -3.08  -1.75
H  -1.25  -5.07  -2.98
H  -0.45  -4.88  -5.31
H  -0.34  -2.65  -6.39
H  -1.04  -0.65  -5.15
H  -3.88  -1.68  -4.43
H  -5.92  -1.01  -5.64
H  -6.81  1.29  -5.41
H  -5.62  2.92  -3.98
H  -3.56  2.26  -2.81

Its gap between HOMO and LUMO is 6.97 eV. The value obtained for the HOMO energy is -5.9 eV. The multiplicity is 1. The net charge is -1. As for the LUMO energy: 1.11 eV.

Here are the Mulliken charges for atoms 1 to 6, given in e: number 1, Ti, carries -0.485; number 2, C, carries -1.520; number 3, Si, carries 0.021; number 4, C, carries -0.317; number 5, C, carries -1.219; number 6, C, carries 2.825



[2]
Formula: C4H6N2O
Source: OMol25
Level of theory: ωB97M-V with the def2-TZVPD basis set

Element x y z (Å)
C  2.41  -0.72  -1.27
C  -0.59  0.61  -0.13
C  -1.23  -0.26  0.60
C  -2.28  0.17  1.53
H  2.92  0.28  -1.59
H  3.40  -1.39  -1.34
H  0.90  0.92  -1.46
H  -0.66  1.74  0.18
H  -1.15  -1.41  0.98
H  -2.77  -0.65  2.05
N  1.28  -0.91  -0.69
N  0.66  0.36  -0.72
O  -2.88  1.26  1.85

Its gap between HOMO and LUMO is 8.94 eV. The value obtained for the HOMO energy is -9.0 eV. As for the relative energy (zero: lowest compared OMol25 entry of this formula, charge and spin): 505.8 kJ/mol. The multiplicity is 1. Its SMILES is C=NN/C=C/C=O. As for the LUMO energy: -0.02 eV.

Here are the Mulliken charges for atoms 1 to 6, given in e: number 1, C, carries -0.197; number 2, C, carries -0.050; number 3, C, carries -0.268; number 4, C, carries -0.041; number 5, H, carries 0.200; number 6, H, carries 0.217



[3]
Formula: C13H8F3N6O6S
Source: OMol25
Level of theory: ωB97M-V with the def2-TZVPD basis set

Element x y z (Å)
F  4.06  1.69  -1.98
C  3.01  0.84  -1.99
F  3.09  0.06  -3.10
F  3.09  0.04  -0.90
S  1.43  1.84  -1.97
C  0.23  0.59  -2.04
C  -1.14  0.89  -2.07
C  -2.12  -0.16  -2.11
C  -3.48  0.13  -2.06
C  -3.92  1.46  -1.98
C  -2.98  2.51  -1.98
C  -1.62  2.24  -2.04
O  1.41  2.50  -0.69
O  1.48  2.62  -3.19
H  0.60  -0.43  -2.12
H  -1.75  -1.19  -2.17
H  -4.21  -0.69  -2.08
H  -4.98  1.68  -1.93
H  -3.33  3.55  -1.92
H  -0.90  3.06  -2.07
O  1.21  -0.20  5.68
N  1.75  -0.93  4.82
O  2.83  -1.52  5.02
C  1.14  -1.12  3.52
C  1.73  -1.96  2.58
C  1.14  -2.13  1.31
N  1.71  -2.99  0.29
O  2.67  -3.73  0.57
O  1.18  -2.93  -0.84
C  -0.03  -1.48  0.95
N  -0.62  -0.70  1.91
N  -1.79  0.00  1.80
N  -1.96  0.62  2.95
N  -0.95  0.36  3.82
C  -0.10  -0.47  3.18
H  2.66  -2.47  2.82
H  -0.52  -1.57  -0.01

Its gap between HOMO and LUMO is 3.54 eV. The value obtained for the HOMO energy is -3.4 eV. The multiplicity is 1. The net charge is -1. As for the LUMO energy: 0.16 eV.

Here are the Mulliken charges for atoms 1 to 6, given in e: number 1, F, carries -0.225; number 2, C, carries 0.559; number 3, F, carries -0.219; number 4, F, carries -0.210; number 5, S, carries 0.909; number 6, C, carries -0.759



[4]
Formula: C30H74O15S3
Source: OMol25
Level of theory: ωB97M-V with the def2-TZVPD basis set

Element x y z (Å)
C  -1.52  -1.86  -3.23
O  -1.41  -0.62  -2.47
C  -2.69  0.05  -2.30
C  -2.49  1.40  -1.63
O  -3.80  2.11  -1.84
C  -3.72  3.34  -1.07
C  -4.90  4.19  -1.37
O  -5.91  3.72  -0.46
C  -7.05  4.52  -0.28
H  -2.25  -2.51  -2.76
H  -0.53  -2.24  -3.38
H  -1.94  -1.68  -4.22
H  -3.38  -0.59  -1.71
H  -3.08  0.18  -3.30
H  -1.67  1.95  -2.18
H  -2.33  1.34  -0.54
H  -2.79  3.83  -1.37
H  -3.51  3.09  0.01
H  -5.29  4.12  -2.39
H  -4.70  5.23  -1.13
H  -7.70  4.02  0.47
H  -7.74  4.69  -1.17
H  -6.82  5.55  0.08
C  1.96  0.71  -3.96
O  3.17  0.29  -3.32
C  4.38  0.54  -4.00
C  5.51  -0.21  -3.20
O  5.68  -1.53  -3.52
C  4.72  -2.35  -2.78
C  4.74  -3.68  -3.50
O  3.98  -3.54  -4.66
C  3.89  -4.69  -5.43
H  1.77  0.20  -4.92
H  1.87  1.82  -4.06
H  1.17  0.45  -3.27
H  4.48  1.61  -4.12
H  4.28  -0.05  -4.95
H  5.42  0.04  -2.17
H  6.50  0.24  -3.52
H  3.72  -2.02  -2.96
H  4.89  -2.26  -1.70
H  4.32  -4.44  -2.83
H  5.75  -3.97  -3.82
H  4.89  -4.95  -5.78
H  3.32  -4.54  -6.35
H  3.53  -5.50  -4.80
C  -1.19  -0.36  5.98
O  -1.19  0.01  4.63
C  -2.39  0.61  4.19
C  -2.24  1.14  2.82
O  -2.20  0.20  1.77
C  -3.35  -0.62  1.59
C  -4.69  0.05  1.40
O  -5.23  0.57  2.57
C  -6.46  1.25  2.30
H  -0.42  -1.11  6.09
H  -2.15  -0.81  6.23
H  -1.05  0.43  6.72
H  -2.67  1.38  4.82
H  -3.28  -0.08  4.17
H  -1.35  1.71  2.74
H  -3.10  1.85  2.68
H  -3.41  -1.26  2.48
H  -3.15  -1.16  0.63
H  -5.39  -0.63  0.95
H  -4.43  0.89  0.70
H  -6.25  2.23  1.91
H  -7.03  1.41  3.21
H  -7.03  0.70  1.53
C  3.30  3.23  -1.44
O  3.16  2.91  -0.09
C  3.29  3.91  0.86
C  2.57  3.54  2.13
O  1.21  3.25  1.87
C  0.33  4.31  1.98
C  -0.46  4.59  0.70
O  0.49  5.12  -0.23
C  0.17  5.14  -1.61
H  4.39  3.32  -1.70
H  2.74  4.22  -1.65
H  2.84  2.42  -2.04
H  2.79  4.75  0.35
H  4.36  4.12  1.05
H  2.64  4.25  2.88
H  2.85  2.56  2.50
H  0.86  5.19  2.35
H  -0.41  4.05  2.75
H  -1.31  5.26  0.82
H  -0.78  3.61  0.39
H  0.11  4.11  -2.04
H  0.93  5.84  -1.98
H  -0.78  5.64  -1.86
C  -1.60  -4.57  3.64
S  -2.41  -5.42  2.31
O  -3.32  -4.39  1.64
C  -0.89  -5.48  1.40
H  -2.28  -4.38  4.51
H  -1.40  -3.62  3.19
H  -0.70  -5.07  3.90
H  -0.27  -4.56  1.50
H  -1.17  -5.60  0.29
H  -0.36  -6.39  1.72
C  4.05  -4.41  3.05
S  3.31  -5.97  2.54
O  1.82  -5.82  2.81
C  3.38  -5.56  0.80
H  3.67  -4.24  4.10
H  3.76  -3.57  2.41
H  5.12  -4.44  3.20
H  3.17  -4.45  0.71
H  2.66  -6.17  0.32
H  4.32  -5.87  0.39
C  0.95  -1.77  1.37
S  2.56  -1.02  1.06
O  3.39  -2.11  0.36
C  2.06  0.05  -0.25
H  0.30  -0.87  1.53
H  0.97  -2.37  2.29
H  0.67  -2.46  0.52
H  2.98  0.35  -0.80
H  1.52  0.96  0.16
H  1.40  -0.52  -0.88

Its gap between HOMO and LUMO is 9.20 eV. The value obtained for the HOMO energy is -8.6 eV. The multiplicity is 1. As for the LUMO energy: 0.60 eV.

Here are the Mulliken charges for atoms 1 to 6, given in e: number 1, C, carries -0.917; number 2, O, carries 0.019; number 3, C, carries -1.031; number 4, C, carries 0.932; number 5, O, carries -0.485; number 6, C, carries 0.716



[5]
Formula: C31H64Ca2NO13P
Source: OMol25
Level of theory: ωB97M-V with the def2-TZVPD basis set

Element x y z (Å)
Ca  -2.81  -2.22  -1.72
Ca  -0.11  0.79  -0.04
P  -2.54  -0.43  0.50
O  -3.87  0.35  0.37
O  -3.02  -1.93  0.51
O  -1.44  0.03  1.45
O  -1.78  -0.50  -0.87
O  2.36  2.40  -3.04
C  1.60  1.87  -2.12
O  1.90  1.81  -0.90
O  0.50  1.33  -2.43
H  1.77  2.35  -3.79
C  -1.66  5.12  -1.05
C  -2.50  4.14  -1.80
C  -2.37  2.95  -0.84
O  -1.04  2.96  -0.33
C  -0.51  4.28  -0.44
H  -2.26  5.48  -0.21
H  -1.24  5.92  -1.65
H  -2.05  3.90  -2.76
H  -3.55  4.42  -1.91
H  -2.60  2.00  -1.33
H  -3.16  3.01  -0.09
H  0.40  4.32  -1.05
H  -0.27  4.70  0.53
C  7.23  2.04  0.74
C  6.27  2.99  0.02
C  4.94  2.83  0.80
O  5.23  2.05  1.99
C  6.35  1.21  1.72
H  7.92  2.68  1.28
H  7.80  1.43  0.03
H  6.09  2.71  -1.02
H  6.60  4.03  0.03
H  4.23  2.31  0.16
H  4.50  3.80  1.03
H  5.97  0.31  1.23
H  6.82  0.99  2.67
C  -0.39  3.53  3.52
C  1.16  3.67  3.46
C  1.68  2.81  2.31
O  0.51  2.12  1.88
C  -0.58  2.20  2.86
H  -0.92  4.27  2.91
H  -0.83  3.63  4.51
H  1.60  3.38  4.41
H  1.39  4.73  3.31
H  2.47  2.12  2.63
H  1.99  3.39  1.44
H  -0.51  1.32  3.50
H  -1.53  2.28  2.34
C  1.96  -2.56  2.04
C  3.09  -1.65  1.54
C  2.55  -1.14  0.19
O  1.13  -1.02  0.52
C  0.74  -1.70  1.74
H  2.14  -2.90  3.06
H  1.86  -3.51  1.52
H  4.08  -2.11  1.44
H  3.25  -0.71  2.06
H  2.71  -1.81  -0.66
H  3.04  -0.21  -0.06
H  -0.13  -2.34  1.57
H  0.51  -0.99  2.54
C  -0.59  -0.43  5.57
C  -0.63  -1.28  6.77
C  -2.07  -1.79  6.88
O  -2.58  -1.64  5.53
C  -1.56  -1.09  4.66
H  0.44  -0.42  5.20
H  -0.95  0.59  5.73
H  -0.25  -0.76  7.65
H  0.01  -2.15  6.59
H  -2.60  -1.12  7.56
H  -2.15  -2.82  7.22
H  -1.99  -0.36  3.99
H  -1.11  -1.90  4.09
C  -3.94  -0.64  -5.71
C  -3.98  0.61  -4.88
C  -3.18  0.20  -3.66
O  -3.09  -1.23  -3.72
C  -4.07  -1.72  -4.63
H  -2.99  -0.58  -6.25
H  -4.79  -0.59  -6.38
H  -5.00  0.90  -4.65
H  -3.47  1.43  -5.39
H  -3.69  0.42  -2.72
H  -2.20  0.68  -3.61
H  -5.08  -1.87  -4.24
H  -3.71  -2.68  -5.00
C  0.52  -1.83  -3.45
C  0.27  -3.04  -2.51
N  -1.07  -3.65  -2.60
C  -1.25  -4.13  -3.98
C  -2.41  -5.01  -4.21
C  -1.06  -4.84  -1.68
C  -0.84  -4.39  -0.20
H  0.49  -2.13  -4.49
H  1.45  -1.33  -3.19
H  -0.27  -1.09  -3.29
H  1.06  -3.79  -2.49
H  0.27  -2.53  -1.55
H  -1.34  -3.27  -4.64
H  -0.38  -4.62  -4.44
H  -2.22  -6.06  -4.01
H  -3.28  -4.62  -3.68
H  -2.70  -4.96  -5.26
H  -0.42  -5.68  -1.96
H  -2.06  -5.27  -1.72
H  0.23  -4.19  -0.06
H  -1.18  -5.11  0.55
H  -1.26  -3.40  -0.01

Its gap between HOMO and LUMO is 6.73 eV. The value obtained for the HOMO energy is -6.8 eV. The multiplicity is 1. As for the LUMO energy: -0.12 eV.

Here are the Mulliken charges for atoms 1 to 6, given in e: number 1, Ca, carries 0.882; number 2, Ca, carries 1.155; number 3, P, carries -0.259; number 4, O, carries -0.903; number 5, O, carries -1.279; number 6, O, carries 0.251



[6]
Formula: C10H16
Source: OMol25
Level of theory: ωB97M-V with the def2-TZVPD basis set

Element x y z (Å)
C  -0.21  0.84  -1.59
C  -4.10  0.47  0.22
C  -3.64  1.71  -0.16
C  -3.32  -0.68  0.00
C  -2.34  1.88  -0.67
C  -2.12  -0.50  -0.67
C  -1.55  0.78  -0.92
H  -5.07  0.50  0.79
H  -4.39  2.51  -0.23
H  -3.63  -1.60  0.45
H  -2.02  2.89  -0.86
H  -1.62  -1.41  -0.98
H  -0.48  0.82  -2.64
H  0.40  -0.02  -1.34
H  0.27  1.75  -1.17
C  3.70  -0.94  1.08
C  3.16  -0.46  -0.28
C  2.59  -1.38  2.05
H  4.44  -1.72  0.87
H  4.28  -0.09  1.48
H  2.24  -0.92  -0.63
H  3.91  -0.45  -1.11
H  1.79  -1.79  1.37
H  2.72  -2.25  2.71
H  2.89  0.60  -0.33
H  2.09  -0.54  2.55

Its gap between HOMO and LUMO is 9.94 eV. The value obtained for the HOMO energy is -9.0 eV. As for the relative energy (zero: lowest compared OMol25 entry of this formula, charge and spin): 106.8 kJ/mol. The multiplicity is 1. Its SMILES is Cc1ccccc1.CCC. As for the LUMO energy: 0.99 eV.

Here are the Mulliken charges for atoms 1 to 6, given in e: number 1, C, carries -0.786; number 2, C, carries -0.308; number 3, C, carries -0.457; number 4, C, carries -0.525; number 5, C, carries -0.385; number 6, C, carries -0.398



[7]
Formula: C6H12I2NO
Source: OMol25
Level of theory: ωB97M-V with the def2-TZVPD basis set

Element x y z (Å)
C  -1.86  -1.42  1.56
C  -2.25  0.12  1.60
C  -0.79  0.55  -0.27
C  -0.06  -0.67  0.10
C  2.62  0.22  -2.30
C  2.51  0.29  -0.80
N  -0.42  -1.39  1.35
O  -2.13  0.66  0.28
I  3.56  -1.20  0.31
I  2.40  2.19  0.03
H  -2.21  -1.93  2.45
H  -2.47  -1.98  0.74
H  -3.30  0.21  1.71
H  -1.72  0.74  2.36
H  -0.08  1.46  0.03
H  -0.90  0.85  -1.34
H  0.35  -1.33  -0.63
H  1.79  0.91  -2.86
H  2.49  -0.86  -2.56
H  3.49  0.70  -2.78
H  0.10  -1.05  2.23
H  -0.03  -2.29  1.14

Its gap between HOMO and LUMO (alpha / beta) is 7.94 / 7.43 eV. The value obtained for the HOMO energy (alpha / beta) is -11.2 / -12.6 eV. As for the relative energy (zero: lowest compared OMol25 entry of this formula, charge and spin): 100.5 kJ/mol. The expectation value of S² is 2.011. The multiplicity is 3. The net charge is +1. As for the LUMO energy (alpha / beta): -3.26 / -5.22 eV.

Here are the Mulliken charges for atoms 1 to 6, given in e: number 1, C, carries -0.514; number 2, C, carries -0.486; number 3, C, carries -0.061; number 4, C, carries -0.575; number 5, C, carries -0.906; number 6, C, carries -0.297



[8]
Formula: C4H6N3
Source: OMol25
Level of theory: ωB97M-V with the def2-TZVPD basis set

Element x y z (Å)
C  2.52  -0.02  -0.02
C  1.73  -1.19  -0.01
C  0.62  1.20  -0.09
C  -1.82  0.09  0.07
N  1.93  1.16  -0.08
N  -0.10  0.09  0.03
N  0.43  -1.08  0.05
H  3.60  -0.03  0.02
H  2.13  -2.20  -0.04
H  0.13  2.16  -0.19
H  -2.10  -0.47  -0.81
H  -2.07  -0.42  0.99
H  -2.11  1.13  0.05

Its gap between HOMO and LUMO is 10.03 eV. The value obtained for the HOMO energy is -15.5 eV. As for the relative energy (zero: lowest compared OMol25 entry of this formula, charge and spin): 162.2 kJ/mol. The multiplicity is 1. The net charge is +1. Its SMILES is C[n+]1cnccn1. As for the LUMO energy: -5.47 eV.

Here are the Mulliken charges for atoms 1 to 6, given in e: number 1, C, carries -0.055; number 2, C, carries -0.133; number 3, C, carries 0.204; number 4, C, carries -0.577; number 5, N, carries -0.384; number 6, N, carries 0.466